A cluster of 12 separate species, C43H72O36 in total at a distorted geometry, computed with the ωB97M-V functional and the def2-TZVPD basis.

The calculation puts the HOMO energy at -0.3552 Ha. For the frontier orbital gap, the calculation gives 9.46 eV. Its SMILES is C[C@H]1COC(=O)O1.C[C@H]1COC(=O)O1.C[C@H]1COC(=O)O1.C[C@H]1COC(=O)O1.C[C@H]1COC(=O)O1.C[C@H]1COC(=O)O1.C[C@H]1COC(=O)O1.COC(=O)OC.COC(=O)OC.COC(=O)OC.COC(=O)OC.COC(=O)OC. Its molecular weight is 1165.0 Da. Its maximum force is 6.16 eV/Å. As for the total charge: 0.

Last column: Löwdin charge in e.
Atoms and positions in Å:
C  6.00477  -17.17345  -4.44925  -0.039
H  1.19536  -6.91397  1.65235  0.148
H  0.29926  -7.07142  -1.93948  0.086
C  9.34615  -12.00839  0.71414  -0.527
C  4.41111  -7.62509  -4.83197  -0.287
O  7.67059  -20.05846  -0.26880  -0.038
H  6.73286  -12.11935  -3.48432  0.086
C  9.29556  -14.82398  3.19239  -0.111
H  3.06763  -6.42352  -6.01991  0.096
C  4.39381  -9.11720  4.32696  -0.054
H  5.02995  -11.81523  -1.01457  0.145
H  7.13921  -23.90069  -0.13047  0.100
H  5.56991  -17.24121  -5.44646  0.093
H  5.01126  -21.70532  -5.22815  0.094
H  9.08721  -12.41883  -7.88228  0.127
H  4.44534  -13.48983  2.98377  0.108
C  8.45197  -15.82978  2.50339  -0.271
H  9.10948  -9.21253  0.70048  0.141
C  4.26167  -12.84633  -2.68377  -0.072
H  6.98985  -14.42661  1.61805  0.065
O  3.32480  -10.82857  -5.75157  0.125
C  1.64404  -13.04426  0.38697  -0.496
C  5.40480  -12.35867  -1.88189  -0.343
O  7.88850  -22.04724  0.56698  -0.002
H  -0.22492  -6.45668  -0.34814  0.088
O  -0.48878  -16.62248  -5.44166  0.030
C  6.36041  -11.49829  -2.66967  0.017
C  11.28205  -11.58556  -0.35511  -0.116
O  5.92349  -21.71265  -0.52805  0.076
O  1.17406  -15.51789  -6.15621  0.008
C  3.63634  -8.13024  -3.63556  -0.113
H  6.05810  -9.61674  -7.33816  0.069
H  4.33419  -8.19432  -2.80069  0.122
C  2.09526  -14.40694  -6.18321  -0.009
O  4.54662  -11.51541  3.22180  -0.029
O  6.90202  -8.46070  -0.93237  0.072
H  6.04154  -16.11209  -4.20378  0.062
O  4.83309  -20.33366  -3.02098  0.076
O  1.46269  -12.14485  -0.61045  -0.021
H  5.96346  -21.10301  -6.49000  0.087
C  10.32516  -12.41160  -1.22398  -0.353
H  -0.12265  -8.15167  -0.63668  0.078
H  7.42203  -18.02944  -0.77645  0.083
H  -1.23474  -17.22891  -3.55223  0.101
O  5.31013  -18.03889  -3.53665  -0.050
C  7.05646  -21.32324  -0.13133  -0.509
C  5.16161  -20.80021  -5.81661  -0.063
H  6.96549  -7.18919  0.95773  0.140
H  4.20330  -12.50663  1.52335  0.092
C  7.15601  -11.50740  -7.53689  -0.249
O  4.19232  -8.73471  -5.72909  0.076
H  9.33907  -7.07482  2.11226  0.093
H  10.99297  -11.90733  -3.18120  0.101
C  3.97550  -6.32355  -5.42505  -0.015
O  6.19709  -12.19639  -6.74454  0.070
H  2.00566  -15.98761  0.63350  0.095
H  7.00470  -17.60359  -4.39239  0.101
H  -2.32261  -16.11802  -4.50356  0.098
C  7.67410  -15.32051  4.63503  -0.551
C  5.14288  -19.40660  -3.82773  -0.429
C  1.82068  -6.96790  -0.38201  -0.259
H  6.99586  -9.86856  -5.95666  0.087
O  4.32535  -14.27609  -2.54410  0.075
H  11.57131  -10.63113  -0.79502  0.141
H  9.26871  -6.18159  0.64647  0.092
O  6.10267  -14.14428  -5.54245  0.112
H  9.60528  -13.94082  2.63364  0.118
O  2.59393  -8.16841  -0.78282  0.081
H  9.06485  -16.68401  2.21568  0.153
H  3.27951  -12.48085  -2.38399  0.133
O  8.99234  -7.98771  -1.08906  0.110
C  9.57076  -7.14816  1.04970  -0.018
H  1.58430  -13.45916  -6.35264  0.095
H  8.25871  -14.90051  0.44550  0.077
O  8.48431  -11.94564  1.58988  0.122
C  3.56157  -9.75655  -5.20418  -0.540
O  10.60878  -11.46851  0.82866  0.054
H  5.79733  -10.59733  -2.91319  0.091
O  5.41059  -19.57453  -5.16406  -0.048
C  0.30417  -15.63951  -5.17604  -0.634
H  5.82399  -12.75300  2.15254  0.079
H  2.69005  -15.01130  1.77945  0.087
C  5.31134  -14.63277  -1.71126  -0.525
C  7.62838  -15.23781  1.26831  0.014
C  7.91053  -8.24045  -1.74298  -0.603
C  7.02016  -10.02944  -7.03445  -0.010
H  9.70843  -10.85119  -2.52151  0.086
H  3.72522  -15.60080  0.41844  0.084
C  6.82692  -18.90781  -0.52668  -0.038
H  4.48928  -8.69121  3.32822  0.075
H  4.69201  -6.05688  -6.20197  0.086
H  2.05828  -6.00738  -0.83923  0.146
C  -1.55103  -16.88716  -4.53776  -0.047
O  6.00316  -13.50129  -1.33197  0.080
C  8.46348  -12.14811  -7.03036  -0.113
C  2.10976  -6.76534  1.07799  -0.104
O  4.03789  -9.53242  0.34435  0.089
H  6.95600  -8.93652  1.01137  0.133
H  8.59236  -23.89415  0.73486  0.087
H  10.65312  -7.23733  0.95658  0.088
O  5.55550  -15.77539  -1.40685  0.127
C  0.71257  -10.96275  -0.52137  -0.053
O  3.05731  -7.73636  1.32179  0.076
H  6.25482  -18.66301  0.36824  0.096
H  12.11275  -12.22390  -0.05416  0.139
H  2.76774  -14.59967  -7.01911  0.093
O  7.08048  -15.47099  5.70677  0.118
C  0.37533  -7.20833  -0.86079  -0.012
H  6.12943  -19.05626  -1.35104  0.063
C  4.78303  -12.60700  2.44092  -0.059
C  7.60591  -23.43044  0.73506  -0.037
C  10.07878  -11.87415  -2.58853  -0.012
H  9.17840  -11.52369  -6.49454  0.132
H  6.98660  -11.70982  -8.59445  0.158
C  2.75421  -15.19877  0.70761  -0.039
H  4.42468  -12.66282  -3.74577  0.119
H  3.92543  -5.52158  -4.68854  0.093
H  -0.32894  -11.27877  -0.58047  0.102
O  0.15591  -14.86342  -4.22288  0.090
O  7.74726  -8.13414  -2.99002  0.066
O  8.71010  -14.57373  4.45531  0.118
H  5.32393  -9.55180  4.69317  0.088
H  10.25712  -15.32260  3.31440  0.130
O  9.15536  -12.44344  -0.50404  0.115
H  7.00355  -16.06893  0.94132  0.063
H  0.85463  -10.48331  0.44716  0.098
H  0.87590  -10.26316  -1.34111  0.086
O  7.43225  -15.98755  3.47599  0.071
O  2.49953  -14.05048  -0.11136  -0.042
O  3.17258  -9.42815  -3.93566  0.069
C  7.29049  -8.08188  0.42332  -0.047
H  7.66745  -9.32824  -7.56116  0.082
H  10.77561  -13.39157  -1.38162  0.158
C  8.80333  -8.23498  0.32797  -0.276
H  5.48840  -7.65303  -4.66842  0.145
H  7.25307  -11.19039  -2.12518  0.062
O  2.34172  -12.07256  3.78072  0.103
H  2.64050  -5.83197  1.26570  0.144
H  2.83706  -7.51509  -3.22223  0.123
H  4.22674  -8.41547  5.14414  0.089
H  -2.13819  -17.74627  -4.86221  0.087
H  7.19478  -23.60191  1.72988  0.101
O  8.04263  -13.38764  -6.50131  0.072
C  6.72901  -13.29085  -6.18414  -0.508
O  1.16845  -13.05831  1.50125  0.128
H  2.67984  -14.34951  -5.26501  0.089
C  3.32053  -11.30042  3.77448  -0.456
O  3.28858  -10.04292  4.39609  -0.035
H  4.30825  -20.66639  -6.48141  0.092
C  3.28836  -8.51328  0.28008  -0.538
H  9.27517  -12.47875  -3.00897  0.089